1.
8
Properties=species:S:1:pos:R:3:mulliken_charge:R:1 method="wB97M-V/def2-TZVPD" charge=0
C 2.00 0.21 -0.77 -0.403
C 1.05 -0.68 -0.48 -0.071
Br 1.33 -2.54 -0.90 -0.114
Br -0.70 -0.26 -0.07 -0.025
I 1.78 2.16 -0.20 0.124
I -4.59 1.01 1.31 -0.086
H -3.98 -0.37 1.78 0.084
H 2.86 -0.15 -1.19 0.490


2.
8
Properties=species:S:1:pos:R:3:mulliken_charge:R:1 method="wB97M-V/def2-TZVPD" charge=0
C -0.05 -0.76 -0.87 -0.734
C -0.33 -2.09 -0.34 0.088
Br -0.70 -3.52 -1.64 -0.108
Br -0.61 -2.61 1.37 0.064
I 2.04 -0.27 -0.22 0.023
I -3.37 0.42 0.09 0.047
H -0.53 0.09 -0.36 0.198
H -0.17 -0.68 -2.01 0.422


Energies relative to the minimum, kJ/mol: 1 0.0; 2 122.0


1.
16
Properties=species:S:1:pos:R:3:mulliken_charge:R:1 method="wB97M-V/def2-TZVPD" smiles=SC[C@@H]1[C@H]2OCO[C@@H]12 charge=0
S 2.86 -0.36 0.05 -0.205
C 1.52 0.83 -0.17 -0.624
C 0.28 0.32 0.59 -0.552
C -0.46 -0.47 -0.40 0.093
O -1.59 -1.29 -0.02 -0.412
C -2.71 -0.48 0.05 -0.135
O -2.26 0.94 0.20 -0.451
C -0.80 0.96 -0.24 0.024
H 2.07 -1.57 0.08 0.145
H 1.93 1.65 0.48 0.378
H 1.30 1.46 -1.11 0.287
H 0.05 0.23 1.62 0.444
H 0.15 -0.84 -1.23 0.346
H -3.28 -0.56 -0.98 0.202
H -3.37 -0.64 0.89 0.249
H -0.72 1.79 -0.99 0.213


2.
16
Properties=species:S:1:pos:R:3:mulliken_charge:R:1 method="wB97M-V/def2-TZVPD" smiles="C[C@@H](O)C1=COCS1" charge=0
C 1.74 0.99 -0.83 -1.064
C 1.42 -0.44 -0.02 0.255
O 2.01 -0.69 1.37 -0.523
C -0.05 -0.43 0.30 0.009
C -1.02 -1.23 -0.30 -0.558
O -2.37 -0.82 -0.32 -0.386
C -2.55 0.33 0.54 -0.255
S -0.93 1.14 0.56 -0.147
H 1.36 0.78 -1.89 0.314
H 1.13 1.89 -0.51 0.293
H 2.82 1.11 -1.02 0.337
H 2.00 -1.16 -0.62 0.352
H 1.44 -0.17 1.94 0.343
H -0.82 -2.13 -0.76 0.488
H -2.89 -0.13 1.55 0.256
H -3.27 0.96 -0.02 0.286


3.
16
Properties=species:S:1:pos:R:3:mulliken_charge:R:1 method="wB97M-V/def2-TZVPD" smiles="C=C(COC)OC=S" charge=0
C 1.63 -1.04 -0.25 -0.815
C 0.32 -1.04 -0.14 0.584
C -0.39 -0.58 1.11 -0.551
O -1.08 0.62 0.82 -0.356
C -0.30 1.78 0.98 -0.621
O -0.54 -1.44 -1.14 -0.307
C -0.79 -0.48 -2.07 0.067
S -1.87 -0.69 -3.26 -0.267
H 2.11 -1.38 -1.19 0.286
H 2.26 -0.72 0.58 0.263
H 0.38 -0.43 1.89 0.417
H -1.21 -1.31 1.38 0.255
H 0.42 1.86 0.16 0.273
H 0.29 1.75 1.95 0.248
H -0.94 2.60 1.05 0.281
H -0.29 0.49 -1.87 0.242


Energies relative to the minimum, kJ/mol: 1 134.6; 2 63.7; 3 0.0